Entry 1:
Here is a cluster of 5 separate species, C3H14NO4 in total from the Open Molecules 2025 dataset. Energies are from ωB97M-V/def2-TZVPD.

The LUMO energy is -4.2 eV. As for the HOMO energy: -14.160 eV. As for the HOMO-LUMO gap: 9.98 eV. The charge is +1.

Positions of all 22 atoms, in Å:
C (0.644463, -0.605720, -1.776170)
C (-0.120367, -0.373392, -2.822824)
C (-0.319585, 0.810245, -0.079451)
N (0.618633, 0.083663, -0.525743)
H (1.219407, -1.516035, -1.728835)
H (-0.884438, 0.378067, -2.893128)
H (-0.016694, -1.007334, -3.692429)
H (-0.278654, 1.251488, 0.911069)
H (-1.257215, 0.970196, -0.590148)
H (1.426734, -0.060211, 0.110869)
H (-0.385565, -0.095412, 4.020672)
H (-0.869828, -0.805594, 2.732744)
O (-0.326387, -0.061822, 3.059508)
H (-0.159304, 3.275848, -1.880417)
H (-0.598373, 2.636052, -3.243208)
O (-0.547915, 2.493402, -2.292482)
H (-0.884178, -3.020275, 1.815766)
H (-2.123427, -2.392336, 1.176369)
O (-1.265325, -2.168137, 1.564316)
H (2.689295, 0.538089, 1.930031)
H (1.392654, -0.179883, 2.466443)
O (2.046069, -0.150904, 1.737043)

Atoms 1-3, force components in eV/Å:
-0.3962 -0.7490 0.2203
-0.2906 -0.0562 -0.3274
-0.7965 0.1330 0.5351

Just the natural (NBO) charges please, in e? Sure, here they are: C -0.080; C -0.311; C 0.130; N -0.430; H 0.231; H 0.220; H 0.233; H 0.238; H 0.226; H 0.478; H 0.493; H 0.511; O -0.994; H 0.492; H 0.496; O -0.976; H 0.496; H 0.494; O -0.970; H 0.491; H 0.520; O -0.989


Entry 2:
Here is the ion C2H5N2 with charge +1 from the Open Molecules 2025 dataset. Energies are from ωB97M-V/def2-TZVPD.

The LUMO energy is -5.9 eV. As for the HOMO energy: -15.699 eV. As for the SMILES: [H]/N=C/[NH+]=C. As for the HOMO-LUMO gap: 9.75 eV. The charge is +1.

Positions of all 9 atoms, in Å:
H (1.693105, 1.225616, 1.353097)
N (1.003104, 0.674383, 0.785623)
C (-0.236697, 0.502528, 0.904015)
N (-0.684840, -0.439636, -0.135262)
C (0.043777, -0.646166, -1.163792)
H (-0.887392, 1.194770, 1.432702)
H (-1.553993, -0.913249, -0.094500)
H (1.049731, -0.168323, -1.242065)
H (-0.426796, -1.429922, -1.839818)

Atoms 1-3, force components in eV/Å:
-1.8759 -0.1738 -0.4385
0.6682 -0.5605 1.0456
2.9951 1.7730 -0.6343

Just the natural (NBO) charges please, in e? Sure, here they are: H 0.434; N -0.590; C 0.231; N -0.447; C 0.156; H 0.241; H 0.445; H 0.284; H 0.246


Entry 3:
Here is a cluster of 6 separate species, C25H70B2ClN6O10PS in total from the Open Molecules 2025 dataset. Energies are from ωB97M-V/def2-TZVPD.

The LUMO energy is -0.4 eV. As for the HOMO energy: -8.581 eV. As for the SMILES: COB(O)B(CCCCS(=O)(=O)Cl)P(N)O.COC[C@@H](C)N.COC[C@@H](C)N.COC[C@@H](C)N.COC[C@@H](C)N.COC[C@@H](C)N. As for the HOMO-LUMO gap: 8.21 eV.

Positions of all 116 atoms, in Å:
C (-1.777220, 2.784128, 0.066909)
O (-1.118478, 4.048079, 0.277005)
B (-0.838792, 4.167886, 1.621717)
O (-1.667045, 4.986607, 2.359660)
B (0.445475, 3.382774, 2.406459)
C (0.108979, 2.409873, 3.623353)
C (0.506731, 0.938460, 3.476917)
C (-0.047346, 0.216291, 2.248248)
C (0.983325, 0.130998, 1.135915)
S (0.387782, -0.848368, -0.219028)
O (-0.153343, -2.063458, 0.258134)
O (-0.425109, -0.085845, -1.093455)
Cl (2.123222, -1.289933, -1.216306)
P (2.189013, 3.826374, 1.842108)
N (2.041148, 4.029005, 0.137180)
O (3.255396, 2.571294, 2.116612)
H (-2.366667, 2.765615, -0.836836)
H (-2.440400, 2.542432, 0.898578)
H (-1.010805, 2.026415, -0.017401)
H (-1.780732, 5.818548, 1.861693)
H (-0.960859, 2.441290, 3.802603)
H (0.567219, 2.845677, 4.508310)
H (0.100424, 0.417180, 4.334592)
H (1.579828, 0.798954, 3.555309)
H (-0.998690, 0.604143, 1.905937)
H (-0.240185, -0.809388, 2.534715)
H (1.821856, -0.428483, 1.533645)
H (1.355395, 1.089701, 0.794774)
H (2.977898, 4.137077, -0.239385)
H (1.621744, 3.225358, -0.318142)
H (2.817707, 1.708537, 2.153641)
C (3.978866, -5.881355, -0.129668)
O (5.037366, -4.949022, -0.021260)
C (6.148044, -5.187077, -0.865949)
C (5.964117, -4.767586, -2.329255)
C (5.069800, -5.698023, -3.143961)
N (5.450563, -3.397923, -2.443749)
H (4.353399, -6.894689, -0.302480)
H (3.280996, -5.603273, -0.922303)
H (3.432313, -5.866822, 0.812957)
H (6.958715, -4.586128, -0.446829)
H (6.460643, -6.238071, -0.793492)
H (6.957493, -4.794051, -2.782949)
H (4.010852, -5.525260, -2.955261)
H (5.230945, -5.529775, -4.208609)
H (5.290344, -6.746375, -2.932575)
H (6.110180, -2.758530, -2.009449)
H (4.622080, -3.333906, -1.856890)
C (-5.138718, 0.461642, 0.519095)
O (-4.299157, 0.542934, 1.659021)
C (-4.968747, 0.573676, 2.902880)
C (-5.485244, -0.780769, 3.406458)
C (-6.727624, -1.286350, 2.679872)
N (-4.450616, -1.819426, 3.358108)
H (-6.059309, 1.035609, 0.659138)
H (-5.376776, -0.575304, 0.275069)
H (-4.586747, 0.880376, -0.322681)
H (-4.225572, 0.935354, 3.619869)
H (-5.776964, 1.318392, 2.877476)
H (-5.761612, -0.634402, 4.455238)
H (-6.488073, -1.729509, 1.714634)
H (-7.213438, -2.062441, 3.270853)
H (-7.448981, -0.481958, 2.520784)
H (-3.671162, -1.544244, 3.949040)
H (-4.061648, -1.827320, 2.418357)
C (-9.542626, 3.487664, 1.597923)
O (-8.415813, 3.034916, 2.324617)
C (-7.826018, 3.985846, 3.190561)
C (-8.559944, 4.207284, 4.520163)
C (-9.842340, 5.025296, 4.402074)
N (-8.865477, 2.943114, 5.197795)
H (-9.433193, 4.534309, 1.299958)
H (-10.463984, 3.358506, 2.169434)
H (-9.620067, 2.875049, 0.700093)
H (-6.835409, 3.583948, 3.419088)
H (-7.668542, 4.935587, 2.661554)
H (-7.874708, 4.771133, 5.159793)
H (-10.677217, 4.431356, 4.033135)
H (-10.133658, 5.403061, 5.381622)
H (-9.708484, 5.881354, 3.737881)
H (-7.999020, 2.451464, 5.397844)
H (-9.345306, 2.342431, 4.532396)
C (9.992936, -3.535110, -2.199560)
O (9.448444, -4.831220, -2.364986)
C (10.286405, -5.762106, -3.022917)
C (11.403298, -6.365575, -2.160200)
C (12.568149, -5.418856, -1.887264)
N (10.897930, -6.876289, -0.881947)
H (10.603711, -3.243273, -3.058215)
H (10.580796, -3.463948, -1.282278)
H (9.158287, -2.839021, -2.111630)
H (9.622738, -6.575471, -3.327265)
H (10.691675, -5.319762, -3.943097)
H (11.801892, -7.214425, -2.723313)
H (12.340224, -4.701591, -1.100177)
H (13.437159, -5.985394, -1.554392)
H (12.851003, -4.866446, -2.785465)
H (10.212344, -7.604998, -1.058551)
H (10.363595, -6.133010, -0.439370)
C (-2.804195, 3.164274, -6.774764)
O (-1.704312, 2.659468, -6.043505)
C (-1.131544, 3.554493, -5.111140)
C (-1.899141, 3.712401, -3.791701)
C (-3.172283, 4.546303, -3.900799)
N (-2.229826, 2.417288, -3.189227)
H (-2.676239, 4.224773, -7.011503)
H (-3.743498, 3.014814, -6.237798)
H (-2.861976, 2.602799, -7.706890)
H (-0.150984, 3.132411, -4.878216)
H (-0.955691, 4.530752, -5.584140)
H (-1.228218, 4.236891, -3.103853)
H (-4.001259, 3.979411, -4.322710)
H (-3.486568, 4.875058, -2.909969)
H (-3.015139, 5.435175, -4.514956)
H (-1.369783, 1.910734, -2.992347)
H (-2.691922, 1.851518, -3.896737)

Atoms 1-3, force components in eV/Å:
0.2407 0.0289 0.2972
-0.3396 -0.1360 -0.3185
0.0349 0.4635 -0.0248

Löwdin population analysis, charges in e, atoms 1 to 99: C -0.045; O -0.010; B -0.642; O 0.152; B -0.299; C -0.158; C -0.201; C -0.206; C -0.300; S 0.315; O -0.308; O -0.330; Cl 0.396; P 0.865; N -0.176; O -0.332; H 0.067; H 0.090; H 0.058; H 0.122; H 0.097; H 0.114; H 0.112; H 0.105; H 0.115; H 0.111; H 0.103; H 0.081; H 0.031; H 0.025; H 0.000; C -0.107; O -0.190; C -0.208; C -0.430; C -0.068; N 0.046; H 0.090; H 0.075; H 0.087; H 0.119; H 0.122; H 0.118; H 0.064; H 0.075; H 0.077; H 0.067; H 0.049; C -0.090; O -0.202; C -0.207; C -0.430; C -0.068; N 0.042; H 0.092; H 0.077; H 0.085; H 0.120; H 0.109; H 0.134; H 0.065; H 0.076; H 0.076; H 0.066; H 0.069; C -0.105; O -0.203; C -0.211; C -0.431; C -0.072; N 0.041; H 0.092; H 0.075; H 0.087; H 0.111; H 0.122; H 0.135; H 0.064; H 0.076; H 0.078; H 0.067; H 0.068; C -0.098; O -0.213; C -0.206; C -0.432; C -0.072; N 0.040; H 0.093; H 0.077; H 0.084; H 0.122; H 0.122; H 0.135; H 0.064; H 0.076; H 0.078; H 0.070; H 0.068


Entry 4:
Here is a structure of composition C25H42Cl3N4O3SiSn from the Open Molecules 2025 dataset. Energies are from ωB97M-V/def2-TZVPD.

The LUMO energy (alpha / beta) is 2.4 / 2.4 eV. As for the HOMO energy (alpha / beta): -0.414 / -0.416 eV. As for the HOMO-LUMO gap (alpha / beta): 2.85 / 2.85 eV. The charge is -1.

Positions of all 79 atoms, in Å:
C (-1.398915, -1.860907, -2.573694)
C (-0.973644, -2.917375, -1.608012)
H (-1.076158, -2.104328, -3.590270)
H (-1.005361, -0.864868, -2.313344)
H (-2.498620, -1.787590, -2.564043)
C (-0.446618, -4.109124, -1.955230)
C (-0.301026, -4.605677, -3.352014)
H (-0.126773, -4.809778, -1.185902)
H (-0.492708, -3.847309, -4.121182)
H (-0.985584, -5.448168, -3.532742)
H (0.716640, -4.996378, -3.492151)
Sn (-0.201285, 0.406194, 0.666810)
Cl (-2.591585, 0.517689, 0.816746)
Cl (-0.118410, 1.433651, -1.508370)
H (0.703957, 4.820549, 3.983321)
H (-1.292059, 5.915475, 2.910702)
C (1.071492, 4.511426, 2.995858)
C (-0.911753, 5.592872, 1.930733)
N (-0.068705, 4.412141, 2.076912)
H (1.580382, 3.551757, 3.059727)
C (-0.325126, 3.311802, 1.402515)
O (0.387563, 2.253881, 1.588568)
H (-1.744799, 5.332090, 1.281198)
H (-1.160530, 3.304306, 0.691312)
H (1.758847, 5.287261, 2.632763)
H (-0.351198, 6.429728, 1.493254)
H (1.506007, -1.324969, -2.512943)
H (2.577678, -3.629168, -1.107275)
C (2.470514, -0.906590, -2.181898)
C (3.394212, -2.898651, -1.013850)
N (2.880479, -1.537200, -0.920733)
H (2.386941, 0.177407, -2.070100)
C (2.671772, -0.956820, 0.261600)
O (2.009530, 0.119231, 0.411527)
H (3.975284, -3.122873, -0.116435)
H (3.119258, -1.457507, 1.130099)
H (3.233289, -1.156130, -2.931459)
H (4.028576, -2.975430, -1.901409)
O (-0.075732, -1.601611, 0.093116)
C (-1.126301, -2.513245, -0.160069)
C (0.080612, -4.312153, 1.177657)
C (-1.099401, -3.634664, 0.872147)
H (0.977835, -4.075792, 0.599356)
C (0.098209, -5.285958, 2.185586)
H (-2.088338, -1.996842, -0.063531)
C (-2.285692, -3.994812, 1.514904)
H (1.043808, -5.775784, 2.437413)
C (-1.086364, -5.617163, 2.848285)
C (-2.285353, -4.991106, 2.492597)
H (-3.185620, -3.477424, 1.201729)
H (-1.071225, -6.380474, 3.625142)
H (-3.227078, -5.259687, 2.982399)
Si (-0.395841, 4.678072, -4.442120)
Cl (-0.640313, 2.866760, -5.479528)
C (1.432245, 4.804779, -4.089557)
C (-1.494691, 4.446637, -2.960064)
C (-0.951644, 6.147011, -5.481542)
H (1.791510, 3.869826, -3.642744)
H (1.629267, 5.631189, -3.395576)
H (1.994552, 4.989480, -5.014432)
H (-0.319491, 6.286299, -6.368428)
H (-0.901613, 7.077311, -4.896941)
H (-1.987053, 6.033339, -5.827366)
H (-1.195373, 3.540282, -2.419873)
H (-2.538064, 4.333370, -3.283248)
H (-1.418552, 5.311263, -2.291271)
N (1.129901, -1.969417, 2.691770)
C (0.378676, -1.212272, 3.536065)
C (0.352163, -1.541486, 4.908616)
C (-0.473230, -0.820019, 5.753717)
C (-1.228976, 0.223465, 5.207049)
C (-1.135079, 0.496163, 3.848863)
N (-0.316615, -0.179299, 3.011340)
H (0.793717, -2.062225, 1.723618)
H (1.617406, -2.770206, 3.073585)
H (0.951923, -2.396618, 5.221388)
H (-0.527362, -1.048386, 6.816198)
H (-1.872666, 0.845182, 5.823934)
H (-1.745745, 1.275610, 3.389206)

Atoms 1-3, force components in eV/Å:
-0.2058 0.1347 -0.2767
0.4072 -1.2439 0.2016
-0.1556 0.2021 0.1085

Just the Löwdin charges please, in e? Sure, here they are: C -0.051; C -0.230; H 0.059; H 0.016; H 0.094; C -0.129; C -0.116; H 0.087; H 0.056; H 0.069; H 0.063; Sn 0.597; Cl -0.071; Cl 0.032; H 0.088; H 0.088; C -0.028; C -0.050; N -0.176; H 0.087; C -0.276; O -0.228; H 0.086; H 0.119; H 0.090; H 0.087; H 0.085; H 0.074; C -0.040; C -0.056; N -0.177; H 0.056; C -0.336; O -0.212; H 0.080; H 0.119; H 0.077; H 0.078; O -0.426; C -0.391; C -0.082; C -0.166; H 0.105; C -0.098; H 0.080; C -0.019; H 0.095; C -0.117; C -0.092; H 0.113; H 0.088; H 0.096; Si 0.104; Cl 0.261; C -0.224; C -0.243; C -0.224; H 0.027; H 0.028; H 0.027; H 0.023; H 0.028; H 0.025; H -0.064; H 0.034; H 0.022; N 0.138; C -0.354; C -0.035; C -0.094; C -0.104; C -0.164; N 0.002; H 0.042; H 0.097; H 0.100; H 0.096; H 0.085; H 0.070


Entry 5:
Here is a structure of composition CH4OTl from the Open Molecules 2025 dataset. Energies are from ωB97M-V/def2-TZVPD.

The LUMO energy is -23.9 eV. As for the HOMO energy: -28.108 eV. As for the HOMO-LUMO gap: 4.18 eV. The charge is +3.

Positions of all 7 atoms, in Å:
Tl (3.282808, 0.182972, 0.504861)
C (-0.641224, -0.193469, -0.354788)
O (0.311959, 0.325706, 0.572020)
H (-0.182031, -0.640188, -1.236647)
H (-1.222734, -1.012887, 0.067714)
H (-1.315729, 0.555334, -0.770056)
H (-0.233048, 0.782532, 1.216896)

Atoms 1-3, force components in eV/Å:
1.1113 0.2506 -0.0243
5.7795 3.6383 -1.6282
-2.6648 -3.8849 -2.6835

Just the natural (NBO) charges please, in e? Sure, here they are: Tl 1.572; C -0.273; O -0.159; H 0.330; H 0.530; H 0.415; H 0.585


Entry 6:
Here is a structure of composition C2H3ClO2S from the Open Molecules 2025 dataset. Energies are from ωB97M-V/def2-TZVPD.

The LUMO energy is -0.7 eV. As for the HOMO energy: -9.872 eV. As for the HOMO-LUMO gap: 9.13 eV.

Positions of all 9 atoms, in Å:
C (0.410306, 0.396294, -1.055862)
C (-0.361874, 0.191207, 0.218173)
O (1.321949, -1.620832, 0.593274)
O (-0.081872, 0.549405, 1.413714)
S (0.358197, -1.325918, -0.466493)
Cl (-2.684480, 0.305527, -0.202145)
H (-0.055076, 0.621819, -2.028612)
H (1.335292, 0.812924, -0.763583)
H (-0.242442, 0.069574, 2.291532)

Atoms 1-3, force components in eV/Å:
-0.5961 0.6546 1.5272
-3.4019 -1.4839 -1.8352
1.3652 -0.3766 0.0554

Just the natural (NBO) charges please, in e? Sure, here they are: C -0.655; C 0.357; O -0.937; O -0.651; S 1.203; Cl -0.418; H 0.294; H 0.255; H 0.553


What are the strongest force on any atom values for these records? In order: 0.97, 3.54, 1.18, 5.67, 7.02, 4.14 eV Å⁻¹.
What are the energy above the lowest of the compared OMol25 structures with the same formula, charge and spin values for these records? In order: 32.0, 17.9, 10.0, 4.2, 42.0, 72.4 kcal/mol.